# C66H168N12O21

A 12-piece molecular cluster, C66H168N12O21 overall (wB97M-V/def2-TZVPD, the OMol25 dataset).

Geometry as XYZ:
```
267
C66H168N12O21, DFT wB97M-V/def2-TZVPD
C 2.9338 2.7024 -8.5604
O 2.8959 2.3120 -7.1577
C 2.5399 3.4015 -6.2562
C 2.2691 2.9007 -4.8566
N 2.3648 3.9358 -3.7831
C 1.6248 5.1622 -3.9480
C 1.2974 5.9222 -2.6252
O 2.4854 6.0121 -1.7499
C 3.5027 6.9227 -2.2584
H 3.5144 3.6246 -8.5375
H 1.9285 3.0026 -8.8561
H 3.3092 1.8972 -9.1920
H 1.6874 3.9761 -6.6184
H 3.3284 4.1539 -6.2450
H 3.1561 2.2928 -4.6786
H 1.3129 2.3786 -4.8248
H 2.3785 3.5692 -2.8421
H 0.6693 5.0790 -4.4659
H 2.2650 5.7985 -4.5592
H 0.4705 5.3865 -2.1590
H 0.9413 6.9281 -2.8475
H 3.9381 6.7002 -3.2326
H 4.3024 6.8747 -1.5193
H 3.1703 7.9600 -2.2974
C -3.1612 -3.0268 0.3377
O -2.4679 -2.2236 -0.5868
C -1.4320 -1.4037 0.0054
C -0.5093 -0.7318 -1.0457
N 0.4302 0.1864 -0.3463
C 1.0937 1.1469 -1.1908
C 2.3478 1.7379 -0.5186
O 3.0029 2.7173 -1.3273
C 4.3244 3.0758 -0.9617
H -4.0688 -3.3686 -0.1600
H -3.4411 -2.4680 1.2307
H -2.6276 -3.8997 0.7139
H -0.8618 -2.0376 0.6846
H -1.8060 -0.5963 0.6350
H -1.1403 -0.1308 -1.7004
H 0.0008 -1.5273 -1.5889
H 1.1314 -0.3799 0.1095
H 0.3534 1.9392 -1.3017
H 1.4706 0.7964 -2.1516
H 3.1244 1.0200 -0.2550
H 2.2084 2.3063 0.4010
H 4.4557 3.2598 0.1046
H 4.5887 3.9721 -1.5229
H 5.1208 2.3737 -1.2085
C 7.4977 8.1440 0.3467
O 6.9616 7.3465 1.3921
C 6.5995 6.0157 0.9779
C 6.0184 5.2809 2.1168
N 7.0574 5.0600 3.1468
C 6.5954 4.4112 4.4091
C 7.7145 4.2025 5.5055
O 8.1190 5.3587 6.2876
C 9.1590 4.9733 7.0947
H 8.5060 7.8058 0.1078
H 7.6022 9.1560 0.7380
H 7.0110 8.0748 -0.6261
H 7.4977 5.4335 0.7725
H 5.9388 6.0148 0.1110
H 5.6635 4.3203 1.7435
H 5.1688 5.7890 2.5731
H 7.2619 6.0039 3.4425
H 6.1666 3.4351 4.1822
H 5.8629 5.0973 4.8344
H 8.5943 3.7156 5.0849
H 7.3576 3.4271 6.1833
H 9.5692 5.8628 7.5729
H 9.9914 4.5131 6.5623
H 8.8705 4.3368 7.9312
C -12.1099 -0.9579 1.1221
O -11.1474 -1.8521 1.5891
C -11.4023 -2.4450 2.8573
C -10.3537 -3.5998 3.0158
N -9.1221 -3.0238 3.5526
C -8.0487 -4.0184 3.5278
C -6.7005 -3.5518 4.0598
O -6.0753 -2.7606 3.1296
C -4.8783 -2.1334 3.4568
H -11.7710 -0.6791 0.1243
H -12.1633 -0.1010 1.7936
H -13.1277 -1.3277 0.9980
H -12.3947 -2.8900 2.9296
H -11.2853 -1.6724 3.6172
H -10.0969 -4.0202 2.0434
H -10.7155 -4.4187 3.6375
H -8.7997 -2.3038 2.9221
H -8.0905 -4.5016 2.5517
H -8.3792 -4.7414 4.2735
H -6.0025 -4.3802 4.1809
H -6.7720 -3.0119 5.0040
H -4.9256 -1.6521 4.4337
H -4.5935 -1.3121 2.7992
H -4.0514 -2.8314 3.5873
C 6.3555 -4.2318 2.2411
O 6.5304 -2.8985 2.6137
C 6.7234 -1.9805 1.4258
C 6.6706 -0.5060 1.7397
N 5.3562 -0.2614 2.3559
C 5.1797 1.1473 2.6600
C 3.6855 1.5525 2.9889
O 3.7083 2.9654 3.1596
C 2.4910 3.5177 3.6404
H 6.3227 -4.9365 3.0720
H 7.0804 -4.6084 1.5193
H 5.3073 -4.2769 1.9455
H 5.9114 -2.1790 0.7264
H 7.6910 -2.1622 0.9579
H 6.7974 0.1509 0.8792
H 7.4417 -0.2194 2.4549
H 5.2055 -0.8688 3.1487
H 5.3406 1.7396 1.7592
H 5.9204 1.5767 3.3347
H 3.3438 1.0379 3.8869
H 2.9853 1.1471 2.2584
H 2.5159 4.5148 4.0799
H 2.2144 2.8925 4.4894
H 1.6914 3.4415 2.9036
C -5.0468 5.2108 -1.6561
O -4.5813 4.2155 -0.7679
C -3.7561 3.2377 -1.4159
C -3.6645 1.9873 -0.4207
N -4.9335 1.3207 -0.5577
C -5.0775 0.2300 0.3870
C -6.3588 -0.5981 0.0873
O -7.5281 0.2417 0.1281
C -8.7378 -0.4475 -0.1626
H -4.2386 5.8936 -1.9184
H -5.7692 5.7453 -1.0392
H -5.4308 4.8666 -2.6164
H -2.7730 3.6605 -1.6231
H -4.1489 2.9225 -2.3826
H -3.3282 2.2682 0.5773
H -2.9019 1.2742 -0.7340
H -5.6292 1.9586 -0.1983
H -5.0682 0.5643 1.4244
H -4.1897 -0.3602 0.1597
H -6.4780 -1.3170 0.8979
H -6.2332 -1.0603 -0.8918
H -8.9036 -1.2975 0.4993
H -8.6410 -0.8006 -1.1893
H -9.5725 0.2244 0.0376
C -0.7671 1.8094 2.1989
O -0.9708 2.9902 3.0079
C -1.0599 2.8513 4.4214
C -1.5730 4.1197 4.9807
N -0.4376 5.0554 4.9338
C -0.7526 6.2742 5.6900
C 0.5314 7.1244 5.9458
O 1.0724 7.6489 4.7226
C 2.1715 8.5417 4.8634
H 0.0348 1.1522 2.5352
H -0.7640 1.9959 1.1250
H -1.7062 1.2570 2.2307
H -0.0807 2.5878 4.8211
H -1.7648 2.0887 4.7524
H -1.8523 3.9262 6.0164
H -2.4667 4.4964 4.4834
H -0.1756 5.2180 3.9720
H -1.1883 5.9892 6.6476
H -1.4706 6.8619 5.1180
H 1.2905 6.5124 6.4328
H 0.2040 7.9551 6.5711
H 2.5011 9.0269 3.9447
H 2.9820 7.9872 5.3363
H 1.9244 9.2952 5.6112
C 7.6253 -0.4782 -2.2656
O 6.4188 -0.9169 -2.8232
C 5.2806 -0.3461 -2.2658
C 3.9986 -1.2063 -2.5956
N 3.9391 -2.4881 -1.8640
C 5.1209 -3.3019 -1.9521
C 4.8732 -4.8003 -1.5179
O 3.7780 -5.4009 -2.0990
C 3.7336 -6.8043 -1.8577
H 8.5358 -0.8283 -2.7520
H 7.7481 -0.9162 -1.2751
H 7.7111 0.6066 -2.2018
H 5.1163 0.6091 -2.7645
H 5.5728 -0.1482 -1.2345
H 4.0391 -1.4694 -3.6526
H 3.0768 -0.6361 -2.4808
H 3.2620 -3.1309 -2.2494
H 5.9015 -3.0149 -1.2476
H 5.5417 -3.3879 -2.9540
H 4.8184 -4.8847 -0.4325
H 5.7916 -5.2842 -1.8504
H 3.1183 -7.3153 -2.5982
H 3.2554 -7.0101 -0.9000
H 4.6740 -7.3553 -1.8666
C -1.4282 -5.2967 -2.3316
O -0.6226 -4.7279 -3.3701
C 0.7626 -4.7438 -2.9805
C 1.5102 -4.1114 -4.1345
N 1.3123 -2.6583 -4.0961
C 1.4478 -2.0923 -5.4385
C 1.2545 -0.5902 -5.4291
O 0.1374 -0.1566 -4.6023
C -1.1582 -0.4160 -5.1584
H -2.4897 -5.0490 -2.3211
H -1.1756 -4.8130 -1.3880
H -1.2508 -6.3720 -2.3136
H 1.0966 -5.7612 -2.7767
H 0.9341 -4.2426 -2.0279
H 1.0640 -4.4950 -5.0520
H 2.5824 -4.3007 -4.0840
H 0.3226 -2.5845 -3.9087
H 0.7065 -2.4148 -6.1696
H 2.4315 -2.3151 -5.8519
H 0.9936 -0.1871 -6.4076
H 2.1569 -0.1029 -5.0598
H -1.3794 0.0378 -6.1244
H -1.8659 -0.0480 -4.4156
H -1.3561 -1.4827 -5.2646
C -4.7566 -7.8722 -0.1275
C -4.6550 -6.7624 0.8980
C -5.9454 -5.8627 0.9017
O -6.2455 -5.2463 -0.3266
C -7.3618 -4.3483 -0.2465
N -4.4121 -7.4344 2.1806
H -5.1561 -7.4960 -1.0693
H -5.5269 -8.6166 0.0740
H -3.8601 -8.4354 -0.3866
H -3.7195 -6.2700 0.6325
H -5.7819 -5.1358 1.6972
H -6.7977 -6.4447 1.2524
H -7.4352 -3.8253 -1.2000
H -7.2814 -3.6016 0.5435
H -8.2586 -4.9337 -0.0436
H -3.9091 -8.2871 1.9807
H -3.6889 -6.9690 2.7103
C 1.7579 -2.0688 2.7414
C 2.5229 -2.6566 1.5762
C 1.7884 -3.6385 0.6244
O 1.4331 -4.8087 1.3930
C 0.5493 -5.7084 0.7844
N 2.9933 -1.5195 0.8055
H 2.2564 -1.3593 3.4018
H 1.4640 -2.8760 3.4124
H 0.7992 -1.6650 2.4159
H 3.3372 -3.2151 2.0379
H 2.4889 -4.0098 -0.1236
H 0.8805 -3.2510 0.1620
H 0.8371 -6.6881 1.1658
H 0.6569 -5.6420 -0.2982
H -0.4646 -5.4669 1.1036
H 3.3955 -1.8168 -0.0719
H 3.7833 -1.1113 1.2843
C -4.7895 -0.7709 -4.9471
C -4.6117 -1.4676 -3.5985
C -4.1635 -2.9407 -3.6929
O -5.0107 -3.6504 -4.6391
C -6.3563 -4.0027 -4.2966
N -3.7312 -0.7302 -2.7494
H -3.9661 -0.9393 -5.6412
H -4.8225 0.3160 -4.8708
H -5.6711 -1.0836 -5.5065
H -5.6430 -1.4369 -3.2469
H -4.2042 -3.4081 -2.7091
H -3.1154 -2.9400 -3.9921
H -6.9409 -3.0827 -4.3026
H -6.3381 -4.4130 -3.2869
H -6.8273 -4.7447 -4.9413
H -4.1945 0.0444 -2.2961
H -3.5820 -1.3572 -1.9717
```

Properties
* multiplicity: 2
* orbital gap (alpha / beta): 8.0 / 3.4 eV
* ⟨S²⟩: 0.7542
* strongest force on any atom: 0.0751 Eh/bohr
* highest occupied orbital energy (alpha / beta): -10.054 / -10.054 eV
* total charge: +1

Löwdin population analysis, charges in e, atoms 1 to 2: C -0.051; O -0.195